--- A ---
Molecular formula: C5H9N
Method: DFT, the ωB97M-V functional and the def2-TZVPD basis

Computed properties:
Gap between HOMO and LUMO: 9.38 eV
LUMO energy: 0.75 eV
SMILES string: C=C/C=C/CN

ORCA input file:
```
! wB97M-V def2-TZVPD RIJCOSX def2/J DEFGRID3
* xyz 0 1
N 1.13 0.61 -2.05
C -0.83 -0.14 0.26
C 0.61 1.46 -0.96
C -1.04 -1.33 1.10
C 0.26 0.61 0.22
C -0.36 -1.70 2.18
H -1.94 -1.88 0.83
H 0.36 0.10 -2.43
H -1.60 0.02 -0.49
H 0.66 -1.38 2.35
H -0.79 -2.45 2.82
H 1.41 2.17 -0.74
H -0.24 2.08 -1.26
H 1.34 1.26 -2.81
H 1.03 0.58 0.99
*
```

=====

--- B ---
Molecular formula: C5H9N
Method: DFT, the ωB97M-V functional and the def2-TZVPD basis

Computed properties:
Gap between HOMO and LUMO: 9.70 eV
LUMO energy: 1.18 eV
SMILES string: C1NC[C@@H]2C[C@@H]12

ORCA input file:
```
! wB97M-V def2-TZVPD RIJCOSX def2/J DEFGRID3
* xyz 0 1
N 1.55 0.03 -0.14
C 0.70 -1.23 -0.18
C -0.59 -0.65 0.35
C -1.88 0.01 -0.02
C -0.59 0.66 -0.45
C 0.69 1.23 0.09
H -0.39 -0.49 1.42
H -0.36 0.33 -1.48
H 0.63 -1.63 -1.21
H 2.33 -0.03 0.54
H 0.62 1.59 1.14
H -2.43 0.38 0.82
H 1.11 -1.97 0.48
H 1.12 2.08 -0.49
H -2.50 -0.32 -0.85
*
```

=====

--- C ---
Molecular formula: C5H9N
Method: DFT, the ωB97M-V functional and the def2-TZVPD basis

Computed properties:
Gap between HOMO and LUMO: 10.46 eV
LUMO energy: 1.12 eV
SMILES string: C=NC1(C)CC1

ORCA input file:
```
! wB97M-V def2-TZVPD RIJCOSX def2/J DEFGRID3
* xyz 0 1
N 1.61 -0.03 0.72
C -0.63 -1.03 -0.55
C 2.30 -0.19 -0.30
C -0.11 0.01 0.34
C -0.99 -1.05 0.91
C -0.45 1.45 0.26
H 1.83 -0.51 -1.25
H -0.04 -1.74 -0.93
H -1.55 1.66 0.20
H -2.06 -0.83 1.25
H -0.18 1.97 1.34
H 0.32 1.91 -0.37
H -0.51 -1.82 1.57
H -1.35 -0.75 -1.28
H 3.37 -0.22 -0.24
*
```

=====

--- D ---
Molecular formula: C5H9N
Method: DFT, the ωB97M-V functional and the def2-TZVPD basis

Computed properties:
Gap between HOMO and LUMO: 8.49 eV
LUMO energy: 0.85 eV

ORCA input file:
```
! wB97M-V def2-TZVPD RIJCOSX def2/J DEFGRID3
* xyz 0 1
N -2.66 0.98 1.12
C -1.89 0.45 0.17
C 1.63 0.31 -1.27
C -0.65 0.56 -0.19
C 0.58 -0.11 -0.28
C 0.72 -1.48 0.33
H 1.46 1.33 -1.63
H 0.52 -1.47 1.40
H -2.31 1.64 1.80
H 0.38 1.09 0.42
H 1.71 -1.91 0.18
H 2.64 0.24 -0.86
H 1.58 -0.36 -2.14
H -0.04 -2.14 -0.12
H -3.66 0.87 1.06
*
```

=====

Quick look at relative energies in kJ/mol: A 0.0; B 155.5; C 131.8; D 250.6.

=====

--- A ---
Molecular formula: C7H8N4
Method: DFT, the ωB97M-V functional and the def2-TZVPD basis

Computed properties:
Gap between HOMO and LUMO (spin up / spin down): 7.63 / 7.63 eV
LUMO energy (spin up / spin down): 0.51 / 0.51 eV

ORCA input file:
```
! wB97M-V def2-TZVPD RIJCOSX def2/J DEFGRID3
* xyz 0 1
N 0.61 -0.78 -0.11
N -0.96 -0.95 -0.09
N 0.79 3.20 0.71
N -1.71 -2.00 -0.32
C 2.06 1.16 0.30
C 1.95 2.53 0.57
C -0.33 2.64 0.41
C 0.80 0.54 0.17
C -1.20 -3.19 -0.88
C -0.42 1.20 0.31
C -1.48 0.26 0.19
H 3.08 0.79 0.12
H 1.04 -1.66 0.05
H -1.21 3.08 0.71
H -1.14 -3.04 -1.96
H -0.42 -3.63 -0.28
H -2.48 0.55 0.01
H 2.90 3.21 0.73
H -1.88 -3.94 -0.65
*
```

=====

--- B ---
Molecular formula: C7H8N4
Method: DFT, the ωB97M-V functional and the def2-TZVPD basis

Computed properties:
Gap between HOMO and LUMO: 8.74 eV
LUMO energy: 0.69 eV
SMILES string: Nc1nc2ccccc2n1N

ORCA input file:
```
! wB97M-V def2-TZVPD RIJCOSX def2/J DEFGRID3
* xyz 0 1
N 1.11 0.63 -0.36
N 0.80 -1.55 -0.06
N 1.76 1.83 -0.01
N 2.97 -0.99 0.05
C -1.38 -1.53 -0.16
C -1.45 1.22 -0.24
C -2.68 -0.69 0.01
C -2.73 0.62 0.14
C 1.71 -0.64 -0.04
C -0.29 0.51 -0.32
C -0.37 -0.95 -0.15
H 3.23 -1.96 0.22
H 3.56 -0.13 0.41
H -3.62 1.07 0.76
H -3.56 -1.62 -0.17
H 1.88 2.51 -0.74
H 1.54 2.17 0.88
H -1.26 2.29 0.11
H -1.23 -2.76 -0.36
*
```

=====

Quick look at relative energies in kJ/mol: A 0.0; B 91.3.

=====

--- A ---
Molecular formula: C2H6N3O2
Method: DFT, the ωB97M-V functional and the def2-TZVPD basis

Computed properties:
Gap between HOMO and LUMO: 11.29 eV
LUMO energy: -3.28 eV
SMILES string: [NH2+]=C(O)N1N[C@H]1O

ORCA input file:
```
! wB97M-V def2-TZVPD RIJCOSX def2/J DEFGRID3
* xyz 1 1
O 1.36 1.88 0.66
O -1.42 -1.25 -1.30
N -1.40 1.12 0.03
N -0.17 0.33 -0.01
N 2.00 -0.23 0.60
C 1.08 0.67 0.43
C -1.21 -0.63 -0.08
H -1.71 -0.89 0.82
H -1.80 1.37 -0.94
H 0.47 2.39 0.70
H 1.97 -1.31 0.43
H -1.72 -2.13 -1.25
H 3.00 0.18 0.79
*
```

=====

--- B ---
Molecular formula: C2H6N3O2
Method: DFT, the ωB97M-V functional and the def2-TZVPD basis

Computed properties:
Gap between HOMO and LUMO: 8.53 eV
LUMO energy: -5.19 eV

ORCA input file:
```
! wB97M-V def2-TZVPD RIJCOSX def2/J DEFGRID3
* xyz 1 1
O -2.97 0.00 0.20
O 1.90 -0.63 0.27
N 1.21 1.36 -0.07
N -0.29 -0.37 -0.28
N -0.78 -1.69 -0.12
C -2.09 0.72 -0.01
C 0.82 0.16 -0.07
H 2.21 1.43 0.26
H 0.00 -2.22 -0.40
H 1.65 -1.54 0.49
H -1.48 -1.88 -0.79
H -1.67 1.76 0.13
H 0.74 2.16 -0.48
*
```

=====

--- C ---
Molecular formula: C2H6N3O2
Method: DFT, the ωB97M-V functional and the def2-TZVPD basis

Computed properties:
Gap between HOMO and LUMO: 9.98 eV
LUMO energy: -3.86 eV
SMILES string: [NH2+]=C1CNON1O

ORCA input file:
```
! wB97M-V def2-TZVPD RIJCOSX def2/J DEFGRID3
* xyz 1 1
O 2.11 0.62 -0.32
O -0.03 1.68 -0.38
N 0.74 0.50 -0.34
N -1.15 1.25 0.37
N 0.72 -1.71 0.20
C -1.38 -0.19 0.09
C 0.11 -0.59 0.00
H 2.34 1.50 -0.16
H -1.88 -0.48 0.92
H -1.86 -0.28 -0.86
H -1.82 1.96 0.29
H 1.66 -1.61 0.22
H 0.44 -2.67 -0.04
*
```

=====

--- D ---
Molecular formula: C2H6N3O2
Method: DFT, the ωB97M-V functional and the def2-TZVPD basis

Computed properties:
Gap between HOMO and LUMO (spin up / spin down): 8.40 / 8.64 eV
LUMO energy (spin up / spin down): -5.19 / -5.14 eV

ORCA input file:
```
! wB97M-V def2-TZVPD RIJCOSX def2/J DEFGRID3
* xyz 1 1
O -2.06 -0.78 0.15
O -2.63 1.36 0.18
N -1.06 -1.62 -0.19
N -1.86 0.50 -0.46
N 0.99 1.46 -0.14
C 0.28 -1.10 0.06
C 0.32 0.36 -0.21
H 1.90 1.48 0.29
H 0.58 -1.49 1.02
H 0.31 2.22 -0.49
H 1.10 -1.59 -0.47
H -1.09 -2.07 -1.05
H -3.10 0.98 0.90
*
```

=====

Quick look at relative energies in kJ/mol: A 0.0; B 6.1; C 254.6; D 510.7.

=====

--- A ---
Molecular formula: C2H3NOS
Method: DFT, the ωB97M-V functional and the def2-TZVPD basis

Computed properties:
Gap between HOMO and LUMO: 9.64 eV
LUMO energy: 0.36 eV
SMILES string: C=NSC=O

ORCA input file:
```
! wB97M-V def2-TZVPD RIJCOSX def2/J DEFGRID3
* xyz 0 1
S -1.08 0.02 -0.23
O 0.87 -0.65 1.32
N 0.17 0.20 -1.30
C 1.29 0.65 -0.96
C -0.24 -0.28 1.26
H 2.05 0.61 -1.77
H 1.66 0.80 0.04
H -0.95 -0.17 2.14
*
```

=====

--- B ---
Molecular formula: C2H3NOS
Method: DFT, the ωB97M-V functional and the def2-TZVPD basis

Computed properties:
Gap between HOMO and LUMO: 9.63 eV
LUMO energy: 0.23 eV

ORCA input file:
```
! wB97M-V def2-TZVPD RIJCOSX def2/J DEFGRID3
* xyz 0 1
S 1.26 0.50 0.18
O -1.02 -0.82 0.34
N -1.34 0.83 -0.11
C 0.27 -1.08 0.07
C -0.21 1.37 -0.10
H 0.68 -1.76 0.83
H 0.47 -1.47 -0.94
H -0.12 2.43 -0.27
*
```

=====

Quick look at relative energies in kJ/mol: A 0.0; B 108.9.

=====

--- A ---
Molecular formula: C2H3NOS
Method: DFT, the ωB97M-V functional and the def2-TZVPD basis

Computed properties:
Gap between HOMO and LUMO: 8.43 eV
LUMO energy: 0.21 eV

ORCA input file:
```
! wB97M-V def2-TZVPD RIJCOSX def2/J DEFGRID3
* xyz 0 1
S 0.40 -0.95 -1.89
O -1.09 -0.21 -2.09
N 0.42 -0.03 0.59
C 0.43 0.74 1.65
C 0.89 -0.59 -0.40
H -0.41 0.50 2.29
H -1.65 -1.01 -2.07
H 1.01 1.56 1.91
*
```

=====

--- B ---
Molecular formula: C2H3NOS
Method: DFT, the ωB97M-V functional and the def2-TZVPD basis

Computed properties:
Gap between HOMO and LUMO (spin up / spin down): 6.73 / 6.72 eV
LUMO energy (spin up / spin down): -2.52 / -2.53 eV

ORCA input file:
```
! wB97M-V def2-TZVPD RIJCOSX def2/J DEFGRID3
* xyz 0 1
S 3.56 -0.59 0.03
O 2.20 1.83 0.01
N 2.16 0.04 -0.11
C 0.83 -0.36 -0.03
C -0.25 0.42 0.06
H 0.58 -1.35 -0.04
H -1.25 -0.12 0.19
H -0.07 1.43 -0.11
*
```

=====

Quick look at relative energies in kJ/mol: A 0.0; B 352.1.